14 unconnected molecules or ions with the total composition C19H49FN13O32PS. Source: the OMol25 dataset; level of theory: wB97M-V/def2-TZVPD.

The geometry in XYZ format:
```
116
C19H49FN13O32PS wB97M-V/def2-TZVPD
O -5.214 2.756 -4.322
C -4.816 2.178 -3.288
C -3.253 2.234 -2.897
C -3.059 1.550 -1.468
C -2.858 2.731 -0.394
C -1.386 3.347 -0.355
S -0.195 1.934 -0.306
O 0.868 2.006 -1.353
O 0.507 2.032 1.033
O -1.054 0.500 -0.265
C -1.964 0.388 -1.401
F -1.144 0.257 -2.552
P -2.796 -1.342 -1.156
O -3.706 -1.372 0.282
O -3.720 -1.766 -2.529
H -5.569 1.583 -2.677
H -2.711 1.737 -3.757
H -2.966 3.334 -2.833
H -4.065 1.064 -1.195
H -3.130 2.360 0.647
H -3.559 3.597 -0.666
H -1.287 3.922 0.624
H -1.142 4.067 -1.193
H -4.546 -0.873 0.144
H -3.302 -1.414 -3.344
C 2.240 -0.321 2.401
N 1.997 -1.044 3.676
O 1.263 -2.017 3.642
O 2.551 -0.609 4.671
H 1.688 -0.815 1.606
H 1.893 0.703 2.533
H 3.307 -0.354 2.206
C 5.525 1.359 4.263
N 6.254 0.330 3.478
O 7.134 -0.290 4.044
O 5.916 0.181 2.316
H 5.930 1.381 5.272
H 5.673 2.317 3.767
H 4.472 1.078 4.276
C 8.929 0.301 0.907
N 9.639 1.606 0.876
O 9.958 2.097 1.943
O 9.852 2.092 -0.221
H 8.809 -0.009 1.942
H 7.960 0.444 0.433
H 9.537 -0.416 0.357
C -8.060 0.258 -5.022
N -8.345 -0.467 -3.763
O -9.104 -1.419 -3.816
O -7.793 -0.052 -2.763
H -8.612 -0.209 -5.833
H -8.378 1.290 -4.884
H -6.988 0.195 -5.200
C -9.335 -2.711 -8.253
N -7.963 -2.534 -7.709
O -7.362 -3.534 -7.369
O -7.540 -1.392 -7.643
H -9.577 -3.772 -8.252
H -10.017 -2.159 -7.609
H -9.339 -2.315 -9.267
C 11.410 4.723 -0.490
N 12.120 6.028 -0.516
O 12.437 6.516 0.552
O 12.334 6.517 -1.613
H 11.288 4.410 0.544
H 10.441 4.866 -0.965
H 12.018 4.007 -1.040
C -1.941 -1.829 4.056
N -2.796 -0.670 4.422
O -3.327 -0.687 5.520
O -2.907 0.216 3.595
H -1.936 -2.536 4.882
H -2.367 -2.282 3.165
H -0.938 -1.450 3.866
C -2.301 -0.925 8.709
N -2.545 -1.637 9.991
O -3.281 -2.607 9.962
O -1.990 -1.196 10.980
H -2.855 -1.424 7.919
H -2.645 0.101 8.833
H -1.230 -0.962 8.513
C 13.186 9.026 -3.606
N 14.184 9.851 -4.336
O 15.355 9.536 -4.233
O 13.754 10.787 -4.987
H 13.707 8.235 -3.073
H 12.665 9.681 -2.910
H 12.503 8.609 -4.343
C 4.605 -3.067 -0.532
N 4.117 -2.149 0.530
O 3.864 -1.002 0.206
O 4.005 -2.615 1.650
H 4.654 -2.520 -1.471
H 5.592 -3.416 -0.235
H 3.898 -3.892 -0.602
C -1.045 -5.719 1.841
N -1.897 -4.562 2.219
O -2.428 -4.588 3.315
O -2.003 -3.666 1.404
H -1.043 -6.435 2.660
H -1.472 -6.162 0.943
H -0.041 -5.340 1.657
C -7.625 -4.465 -3.032
N -8.551 -5.576 -2.692
O -8.862 -6.341 -3.588
O -8.932 -5.642 -1.538
H -7.370 -4.531 -4.087
H -8.142 -3.530 -2.817
H -6.737 -4.577 -2.412
C -5.922 -3.334 1.890
N -7.058 -2.591 1.284
O -6.858 -2.025 0.220
O -8.108 -2.602 1.894
H -5.055 -3.237 1.240
H -5.723 -2.893 2.866
H -6.222 -4.377 1.982
```

Results
- Multiplicity: 1
- Gap between HOMO and LUMO: 8.692 eV
- Energy: -4710.9420 Eh

6 unconnected molecules or ions with the total composition C19H49NO6. Source: the OMol25 dataset; level of theory: wB97M-V/def2-TZVPD.

The geometry in XYZ format:
```
75
C19H49NO6 wB97M-V/def2-TZVPD
C 0.648 1.604 -1.349
C 1.760 0.770 -0.883
O 2.945 1.413 -0.777
H 0.355 2.269 -0.537
H -0.134 1.101 -1.918
H 1.038 2.367 -2.023
H 1.880 -0.036 -1.607
H 1.463 0.150 -0.037
H 3.241 1.760 -1.622
C 1.471 1.025 3.019
C 1.208 -0.355 2.566
O 0.810 -1.105 3.662
H 1.205 1.732 2.233
H 2.486 1.151 3.394
H 0.930 1.216 3.945
H 2.014 -0.861 2.034
H 0.386 -0.337 1.851
H 1.459 -0.916 4.344
C 5.935 3.443 -1.122
C 7.454 3.325 -0.827
O 7.673 3.563 0.537
H 5.493 2.678 -0.483
H 5.615 3.277 -2.150
H 5.417 4.327 -0.752
H 8.107 4.074 -1.275
H 7.864 2.348 -1.084
H 7.800 4.501 0.698
C 0.750 -3.302 -1.411
C -0.787 -3.250 -1.554
O -1.449 -3.853 -0.386
H 1.086 -2.728 -0.548
H 1.224 -2.804 -2.257
H 1.126 -4.305 -1.210
H -1.023 -3.612 -2.555
H -1.173 -2.231 -1.533
H -1.647 -4.790 -0.452
C 5.205 -0.099 -3.028
C 4.139 0.452 -4.018
O 3.693 1.636 -3.483
H 4.869 -0.982 -2.485
H 5.550 0.635 -2.301
H 6.106 -0.436 -3.541
H 3.266 -0.201 -4.017
H 4.370 0.609 -5.071
H 3.331 2.106 -4.237
C -4.710 -2.848 1.367
C -4.873 -1.407 1.874
C -3.818 -0.956 2.874
C -2.476 -0.534 2.225
C -2.866 0.657 1.472
C -3.792 0.397 0.307
N -5.022 -0.320 0.805
O -5.892 -0.609 -0.172
C -4.244 1.814 -0.166
C -3.090 -0.368 -0.874
C -6.159 -1.292 2.712
H -5.321 -3.258 0.562
H -3.689 -3.038 1.035
H -4.868 -3.621 2.119
H -4.257 -0.294 3.620
H -3.720 -1.852 3.488
H -1.806 -0.266 3.042
H -2.160 -1.411 1.659
H -1.962 1.127 1.085
H -3.365 1.370 2.129
H -3.438 2.420 -0.579
H -4.896 2.422 0.461
H -4.930 1.606 -0.988
H -2.217 0.165 -1.251
H -3.672 -0.483 -1.789
H -2.826 -1.396 -0.627
H -6.566 -0.304 2.923
H -6.865 -1.809 2.062
H -6.108 -1.923 3.600
H -5.549 -1.316 -0.724
```

Results
- Multiplicity: 2
- Charge: -1
- Gap between HOMO and LUMO (spin up / spin down): 1.710 / 8.621 eV
- Energy: -1259.2922 Eh

6 unconnected molecules or ions with the total composition C19H49NO6. Source: the OMol25 dataset; level of theory: wB97M-V/def2-TZVPD.

The geometry in XYZ format:
```
75
C19H49NO6 wB97M-V/def2-TZVPD
C -4.944 -0.246 2.118
C -4.845 -1.653 1.495
C -6.104 -1.855 0.624
C -5.941 -1.041 -0.636
C -4.735 -1.487 -1.453
C -3.415 -1.398 -0.691
N -3.585 -1.917 0.698
O -2.399 -1.845 1.466
C -2.343 -2.166 -1.493
C -2.936 0.052 -0.623
C -4.920 -2.644 2.649
H -5.899 0.019 2.572
H -4.844 0.510 1.339
H -4.214 -0.057 2.905
H -6.104 -2.909 0.345
H -7.116 -1.594 0.933
H -5.850 0.041 -0.538
H -6.815 -1.091 -1.286
H -4.595 -0.855 -2.330
H -4.846 -2.468 -1.916
H -2.202 -1.851 -2.527
H -1.381 -2.252 -0.987
H -2.694 -3.197 -1.541
H -2.547 0.264 -1.619
H -3.782 0.735 -0.554
H -2.241 0.254 0.192
H -4.613 -3.631 2.305
H -5.970 -2.712 2.933
H -4.384 -2.400 3.567
H -2.444 -0.938 1.778
C 1.238 0.164 -1.888
C 2.551 0.564 -1.192
O 2.453 1.817 -0.588
H 0.871 1.004 -2.477
H 0.481 -0.206 -1.197
H 1.228 -0.637 -2.626
H 3.427 0.558 -1.840
H 2.835 -0.181 -0.448
H 3.331 2.204 -0.623
C 1.512 -3.328 -1.957
C 1.231 -4.785 -1.730
O 2.217 -5.386 -0.907
H 2.403 -3.435 -2.575
H 1.806 -2.813 -1.043
H 0.719 -2.878 -2.555
H 1.151 -5.328 -2.671
H 0.286 -4.801 -1.186
H 2.030 -6.326 -0.953
C 4.801 4.935 0.471
C 5.700 4.301 -0.495
O 5.164 3.076 -1.008
H 5.323 5.817 0.841
H 4.609 4.200 1.253
H 3.841 5.232 0.049
H 6.646 4.110 0.013
H 5.977 4.925 -1.345
H 5.813 2.826 -1.670
C -0.701 3.011 -0.603
C -0.232 3.248 0.828
O 0.610 2.207 1.353
H -1.008 1.971 -0.715
H 0.078 3.135 -1.355
H -1.588 3.598 -0.843
H -1.108 3.258 1.476
H 0.387 4.140 0.928
H 1.247 2.010 0.662
C 6.640 1.180 1.809
C 5.185 0.793 2.015
O 5.016 0.177 3.191
H 6.853 1.956 2.544
H 6.771 1.645 0.832
H 7.355 0.384 2.018
H 4.841 0.199 1.168
H 4.643 1.738 1.992
H 4.074 0.051 3.325
```

Results
- Multiplicity: 2
- Charge: +1
- Gap between HOMO and LUMO (spin up / spin down): 9.166 / 4.458 eV
- Energy: -1259.0837 Eh

A molecular structure, C19H49O9Sr. Source: the OMol25 dataset; level of theory: wB97M-V/def2-TZVPD.

The geometry in XYZ format:
```
78
C19H49O9Sr wB97M-V/def2-TZVPD
Sr -6.530 17.525 -14.664
O -3.455 15.506 -17.095
C -4.442 16.120 -16.499
O -5.317 15.516 -15.869
O -4.418 17.354 -16.453
H -2.989 16.344 -17.135
C -1.325 16.623 -14.691
C -0.997 17.800 -15.569
C 0.503 17.778 -15.927
O -1.729 17.841 -16.797
H -2.412 16.610 -14.621
H -0.864 16.738 -13.710
H -1.112 15.658 -15.152
H -1.220 18.749 -15.081
H 1.146 17.991 -15.073
H 0.693 18.442 -16.771
H 0.730 16.757 -16.233
H -2.661 17.872 -16.569
C -1.401 11.210 -18.524
C -2.287 12.404 -18.588
C -3.662 12.081 -19.086
O -2.413 12.938 -17.261
H -1.709 10.508 -17.749
H -0.331 11.395 -18.434
H -1.532 10.786 -19.519
H -1.862 13.145 -19.265
H -4.287 12.972 -19.037
H -4.094 11.285 -18.478
H -3.446 11.681 -20.076
H -2.779 13.820 -17.356
C -3.316 15.631 -11.608
C -4.627 15.530 -12.338
C -5.630 14.466 -11.817
O -5.298 16.746 -12.494
H -2.629 16.355 -12.046
H -2.803 14.671 -11.558
H -3.457 15.930 -10.569
H -4.259 15.318 -13.342
H -6.615 14.556 -12.275
H -5.752 14.593 -10.742
H -5.248 13.458 -11.974
H -5.492 16.950 -11.576
C -2.656 19.872 -19.830
C -1.273 19.247 -19.903
C -0.342 19.983 -18.947
O -1.363 17.909 -19.442
H -2.870 20.807 -20.347
H -2.947 19.917 -18.780
H -3.327 19.173 -20.331
H -0.784 19.130 -20.870
H -0.178 20.967 -19.386
H 0.670 19.578 -18.933
H -0.700 19.996 -17.918
H -1.374 17.961 -18.484
C -6.547 12.526 -17.238
C -7.622 12.935 -16.194
C -7.130 12.588 -14.726
O -7.985 14.268 -16.255
H -5.607 13.030 -17.010
H -6.829 12.745 -18.268
H -6.363 11.455 -17.154
H -8.509 12.332 -16.383
H -7.698 12.939 -13.864
H -6.183 13.096 -14.545
H -6.902 11.523 -14.693
H -7.151 14.743 -16.247
C -6.597 15.287 -21.598
C -6.294 15.824 -20.201
C -6.005 17.333 -20.087
O -7.455 15.654 -19.405
H -7.049 14.295 -21.598
H -5.663 15.267 -22.159
H -7.266 16.011 -22.063
H -5.550 15.265 -19.633
H -5.739 17.622 -19.070
H -6.859 17.897 -20.464
H -5.128 17.529 -20.704
H -7.240 15.953 -18.518
```

Results
- Multiplicity: 2
- Charge: +2
- Gap between HOMO and LUMO (spin up / spin down): 6.431 / 2.572 eV
- Energy: -1460.5782 Eh

- Which formula does entry 1 have?
  C19H49FN13O32PS